This record from the Open Molecules 2025 dataset describes one molecule with the formula C13H23B2FN2O8 at a distorted geometry. The level of theory is wB97M-V/def2-TZVPD.

ORCA input file:
```
! wB97M-V def2-TZVPD RIJCOSX def2/J DEFGRID3
* xyz 0 1
C 4.557 -0.010 -0.644
C 3.472 0.616 -1.564
C 2.641 1.633 -0.730
O 1.220 1.382 -0.693
C 0.798 0.676 0.379
O 1.127 1.201 1.674
C 0.842 2.460 1.763
N 0.567 3.540 1.792
O 1.458 -0.584 0.469
C 1.027 -1.391 -0.563
O 1.689 -2.154 -1.106
C -0.460 -0.979 -0.776
B -0.613 -0.720 -2.353
O 0.468 -0.600 -3.217
O -1.865 -0.560 -2.913
C -1.268 -2.302 -0.556
C -0.672 -3.281 0.468
F -1.382 -3.033 -1.744
C -0.702 0.211 0.201
C -1.224 -0.253 1.601
N -1.632 0.869 2.449
C -1.024 0.852 3.799
C -1.523 1.420 -0.310
B -3.083 1.172 -0.512
O -3.986 0.819 0.517
O -3.644 1.349 -1.770
H 5.272 -0.637 -1.183
H 5.112 0.842 -0.214
H 4.087 -0.523 0.204
H 2.870 -0.133 -2.086
H 4.012 1.186 -2.335
H 3.110 1.732 0.257
H 2.756 2.611 -1.214
H 0.413 -1.279 -3.903
H -1.859 0.165 -3.553
H -2.300 -2.025 -0.297
H 0.100 -3.889 -0.017
H -0.262 -2.787 1.353
H -1.446 -3.995 0.782
H -0.430 -0.832 2.087
H -2.095 -0.920 1.489
H -2.631 0.849 2.613
H -0.055 0.345 3.833
H -1.716 0.493 4.577
H -0.812 1.903 4.070
H -1.151 1.807 -1.271
H -1.432 2.265 0.390
H -4.039 -0.144 0.601
H -4.294 0.633 -1.846
*
```

Output
LUMO energy: 0.123 eV
Calculated total energy: -1370.298767 Ha

=====

This record from the Open Molecules 2025 dataset describes C13H23BCl4OSiSn as an isolated structure at a distorted geometry. The level of theory is wB97M-V/def2-TZVPD.

ORCA input file:
```
! wB97M-V def2-TZVPD RIJCOSX def2/J DEFGRID3
* xyz 0 1
Cl 1.487 -0.553 3.614
B 0.599 0.708 2.629
Cl -0.103 2.007 3.769
Cl 1.714 1.602 1.387
O -0.464 0.011 1.835
C -1.359 0.791 1.321
C -2.621 0.955 1.990
C -3.006 2.274 2.298
C -4.122 2.510 3.081
C -4.863 1.428 3.583
Cl -6.211 1.696 4.600
C -4.499 0.108 3.259
C -3.365 -0.137 2.496
H -1.025 1.514 0.562
H -2.362 3.079 1.967
H -4.419 3.521 3.340
H -5.102 -0.717 3.634
H -3.030 -1.156 2.295
C -1.160 -2.246 -2.520
Si -0.055 -0.743 -2.371
C -0.528 0.544 -3.643
H -0.323 -0.164 -0.967
C 1.704 -1.271 -2.749
Sn 3.034 -0.649 -1.129
C 5.037 -1.463 -1.280
C 3.222 1.473 -1.472
C 2.117 -1.705 0.506
H -0.994 -2.703 -3.503
H -0.933 -2.980 -1.740
H -2.214 -1.954 -2.429
H -0.416 0.096 -4.640
H -1.571 0.860 -3.511
H 0.114 1.431 -3.579
H 1.792 -2.368 -2.837
H 2.082 -0.804 -3.676
H 5.570 -1.208 -0.354
H 4.993 -2.554 -1.391
H 5.555 -1.018 -2.138
H 3.853 1.895 -0.680
H 3.710 1.620 -2.446
H 2.236 1.950 -1.476
H 2.571 -1.370 1.449
H 1.035 -1.533 0.554
H 2.320 -2.779 0.361
*
```

Output
LUMO energy: -2.460 eV
Calculated total energy: -2953.867153 Ha

=====

This record from the Open Molecules 2025 dataset describes C13H23CaClNO4P as an isolated structure at a distorted geometry. The level of theory is wB97M-V/def2-TZVPD.

ORCA input file:
```
! wB97M-V def2-TZVPD RIJCOSX def2/J DEFGRID3
* xyz 0 1
C -2.198 -0.955 -4.272
C -1.605 0.298 -4.087
C -0.947 0.644 -2.888
C -0.867 -0.312 -1.838
C -1.541 -1.558 -2.013
C -2.187 -1.877 -3.220
C -0.427 2.063 -2.746
C -0.677 2.637 -1.340
N -1.898 3.435 -1.252
Ca 0.000 0.000 0.000
C -1.657 -2.488 -0.817
P -1.829 -1.332 0.630
H -1.656 1.045 -4.888
H -2.694 -2.843 -3.324
H -2.695 -1.198 -5.217
H -0.731 -3.068 -0.644
H -2.500 -3.196 -0.914
H 0.657 2.101 -2.928
H -0.912 2.692 -3.512
H -0.653 1.813 -0.582
C -1.848 -2.395 2.138
C -3.562 -0.718 0.494
H 0.170 3.313 -1.105
C -3.115 2.637 -1.229
C -1.845 4.376 -0.144
H 0.921 -0.111 1.551
H -3.995 3.305 -1.221
H -3.177 2.008 -2.132
H -3.185 1.966 -0.336
H -2.741 5.023 -0.161
H -1.800 3.883 0.859
H -0.952 5.017 -0.248
H -4.293 -1.544 0.543
H -3.762 0.001 1.306
H -3.657 -0.195 -0.472
H -2.642 -3.160 2.080
H -0.869 -2.893 2.237
H -2.015 -1.768 3.030
H 0.526 0.625 1.608
O 4.170 -1.373 0.707
Cl 3.164 -0.794 1.703
O 2.887 -1.809 2.817
O 3.724 0.480 2.312
O 1.720 -0.431 0.925
*
```

Output
LUMO energy: -0.376 eV
Calculated total energy: -2343.465146 Ha

=====

This record from the Open Molecules 2025 dataset describes C13H23Cl3LuNO4P2 as an isolated structure at a distorted geometry. The level of theory is wB97M-V/def2-TZVPD.

ORCA input file:
```
! wB97M-V def2-TZVPD RIJCOSX def2/J DEFGRID3
* xyz 2 1
Lu -1.028 -0.047 0.558
P 0.889 -1.106 2.170
C 2.236 -0.407 1.149
C 2.091 -0.163 -0.318
N 0.861 0.086 -0.864
C 0.729 0.602 -2.101
C 1.835 0.725 -2.933
C 3.096 0.378 -2.456
C 3.224 -0.060 -1.141
C -0.644 0.994 -2.616
P -1.910 1.629 -1.394
H 4.189 -0.329 -0.713
H 1.673 1.067 -3.952
H 3.969 0.426 -3.112
H -0.534 1.793 -3.363
H -1.127 0.123 -3.096
H 2.382 0.809 1.720
H 3.186 -0.905 1.388
H 0.962 1.948 1.633
O 2.092 1.865 2.208
H 2.860 2.439 2.080
H -1.762 0.846 2.312
O -0.082 1.813 1.128
H -0.791 1.869 1.857
C -1.385 3.367 -1.190
H -1.083 3.800 -2.151
H -2.209 3.949 -0.749
H -0.526 3.398 -0.507
C -3.469 1.732 -2.315
H -4.231 2.156 -1.645
H -3.375 2.354 -3.214
H -3.782 0.720 -2.607
C 1.064 -2.906 2.048
H 2.010 -3.206 2.505
H 0.228 -3.381 2.571
H 1.022 -3.208 1.000
C 1.336 -0.663 3.885
H 0.525 -0.985 4.549
H 2.261 -1.158 4.194
H 1.459 0.423 3.963
Cl -4.489 -3.913 0.559
C -2.884 -3.811 -0.156
Cl -1.739 -4.977 0.593
Cl -2.943 -4.107 -1.915
C -2.254 -2.350 0.086
O -2.755 -1.495 0.897
O -1.175 -2.134 -0.548
*
```

Output
LUMO energy (alpha / beta): -10.163 / -9.811 eV
Calculated total energy: -4163.110990 Ha

=====

This record from the Open Molecules 2025 dataset describes C13H23F3OSTa as an isolated structure at a distorted geometry. The level of theory is wB97M-V/def2-TZVPD.

ORCA input file:
```
! wB97M-V def2-TZVPD RIJCOSX def2/J DEFGRID3
* xyz -1 1
F 4.581 0.644 -0.051
C 3.970 -0.607 -0.122
F 3.145 -0.707 1.033
F 4.912 -1.629 0.046
Ta 2.650 -0.966 -2.044
S 4.764 -1.073 -3.507
C 2.422 1.286 -2.437
C 0.941 1.823 -2.628
C -0.021 1.580 -1.393
C -1.042 0.404 -1.590
C -1.392 -0.353 -0.376
C -2.303 -1.484 -0.474
C -2.841 -1.848 -1.773
C -2.534 -1.102 -2.987
C -1.621 0.025 -2.860
H 2.836 -2.821 -1.846
H 1.554 -1.285 -3.525
H 1.210 -1.065 -0.920
H 5.107 -2.393 -3.600
H 2.978 1.501 -3.401
H 2.910 1.931 -1.652
H 1.027 2.949 -2.727
H 0.462 1.493 -3.590
H 0.560 1.472 -0.439
H -0.652 2.509 -1.299
H -0.941 -0.030 0.603
H -2.521 -2.044 0.459
H -3.513 -2.737 -1.840
H -2.973 -1.442 -3.953
H -1.377 0.580 -3.796
C -1.524 1.465 5.149
C -1.963 0.712 3.902
C -2.605 -0.620 4.259
O -0.836 0.486 3.061
H -0.779 0.891 5.708
H -1.056 2.414 4.878
H -2.372 1.669 5.807
H -2.671 1.320 3.336
H -1.896 -1.264 4.789
H -2.906 -1.155 3.356
H -3.486 -0.479 4.891
H -0.202 -0.052 3.551
*
```

Output
LUMO energy: 2.645 eV
Calculated total energy: -1339.044962 Ha

=====

This record from the Open Molecules 2025 dataset describes C13H23I2OP2SeTi as an isolated structure at a distorted geometry. The level of theory is wB97M-V/def2-TZVPD.

ORCA input file:
```
! wB97M-V def2-TZVPD RIJCOSX def2/J DEFGRID3
* xyz 3 1
I -3.549 0.372 -3.057
I -1.357 0.428 -4.359
Ti -0.031 0.157 -0.692
P -0.597 -2.221 -1.382
C -0.927 -3.252 0.055
C -1.681 -2.936 -2.632
H -1.504 -4.018 -2.598
H 0.824 -3.910 -2.236
H -1.508 -2.508 -3.620
H 1.288 -2.353 -2.921
H -1.847 -2.881 0.523
H -2.714 -2.683 -2.414
C 0.989 -2.850 -1.992
H -1.149 -4.242 -0.365
H 1.797 -2.711 -1.255
H -0.059 -3.242 0.734
P -0.431 2.683 -1.086
C -0.617 3.676 0.445
C 1.128 3.306 -1.817
H -1.483 3.168 -3.217
H -1.486 4.612 -2.150
H -2.654 3.275 -1.875
C -1.629 3.519 -2.185
H 1.297 2.823 -2.804
H 1.069 4.409 -1.896
H -0.608 4.745 0.191
H 0.219 3.482 1.126
H 1.962 3.168 -1.103
H -1.570 3.436 0.935
C -1.434 0.532 0.782
O -2.247 0.759 1.608
Se 2.014 -0.198 0.295
C 1.744 -0.598 2.169
C 0.573 -1.145 2.697
C 0.542 -1.361 4.061
C 1.647 -0.983 4.818
C 2.769 -0.314 4.295
C 2.832 -0.069 2.929
H -0.278 -1.459 2.093
H -0.313 -1.836 4.569
H 1.658 -1.177 5.882
H 3.618 -0.022 4.946
H 3.704 0.421 2.504
*
```

Output
LUMO energy (alpha / beta): -13.033 / -12.918 eV
Calculated total energy: -5112.291643 Ha

=====

This record from the Open Molecules 2025 dataset describes C13H23MgN2O3P as an isolated structure at a distorted geometry. The level of theory is wB97M-V/def2-TZVPD.

ORCA input file:
```
! wB97M-V def2-TZVPD RIJCOSX def2/J DEFGRID3
* xyz 0 1
C -2.847 0.219 -2.933
C -2.672 -1.006 -2.290
C -1.906 -1.077 -1.089
C -1.377 0.090 -0.572
C -1.560 1.314 -1.198
C -2.338 1.399 -2.384
C -1.721 -2.398 -0.374
C -0.276 -2.946 -0.174
N 0.760 -1.893 0.072
Mg -0.095 -0.298 1.328
C -0.874 2.521 -0.606
P 0.736 1.953 0.138
H -3.085 -1.925 -2.701
H -2.502 2.358 -2.872
H -3.410 0.249 -3.878
H -1.359 2.901 0.304
H -0.644 3.333 -1.303
H -2.166 -2.358 0.635
H -2.261 -3.181 -0.903
H -0.263 -3.615 0.709
C 1.460 3.342 1.064
C 1.719 2.079 -1.452
H 0.009 -3.561 -1.055
C 1.367 -1.454 -1.213
C 1.880 -2.454 0.902
H -0.008 1.312 1.975
H 1.855 -2.303 -1.738
H 0.590 -1.038 -1.863
H 2.138 -0.693 -1.002
H 2.477 -3.223 0.358
H 2.552 -1.623 1.187
H 1.467 -2.889 1.833
H 1.726 3.133 -1.790
H 2.749 1.748 -1.231
H 1.277 1.439 -2.237
H 1.570 4.241 0.432
H 0.771 3.500 1.912
H 2.444 2.984 1.428
H 1.260 0.405 3.579
O -0.137 -1.027 5.626
N 0.024 -0.128 4.881
O -0.082 1.084 5.069
O 0.752 -0.513 3.425
*
```

Output
LUMO energy: -1.341 eV
Calculated total energy: -1385.561459 Ha

=====

This record from the Open Molecules 2025 dataset describes C13H23MgN2O3P as an isolated structure at a distorted geometry. The level of theory is wB97M-V/def2-TZVPD.

ORCA input file:
```
! wB97M-V def2-TZVPD RIJCOSX def2/J DEFGRID3
* xyz 0 1
C -2.809 0.208 -2.848
C -2.612 -1.020 -2.203
C -1.909 -1.087 -0.983
C -1.389 0.084 -0.382
C -1.566 1.314 -1.074
C -2.275 1.377 -2.288
C -1.691 -2.417 -0.294
C -0.228 -2.888 -0.117
N 0.818 -1.834 0.134
Mg 0.000 0.000 1.251
C -0.869 2.535 -0.501
P 0.790 1.909 0.071
H -3.008 -1.941 -2.651
H -2.398 2.337 -2.803
H -3.362 0.253 -3.793
H -1.385 2.909 0.404
H -0.782 3.368 -1.221
H -2.146 -2.359 0.706
H -2.217 -3.221 -0.839
H -0.195 -3.583 0.737
C 1.519 3.254 1.098
C 1.791 1.999 -1.485
H 0.100 -3.459 -1.008
C 1.375 -1.398 -1.170
C 1.912 -2.429 0.943
H -0.672 1.142 2.084
H 1.866 -2.251 -1.682
H 0.561 -1.012 -1.800
H 2.116 -0.607 -0.993
H 2.444 -3.174 0.336
H 2.619 -1.644 1.282
H 1.473 -2.936 1.814
H 1.808 3.035 -1.868
H 2.826 1.666 -1.298
H 1.331 1.343 -2.241
H 1.670 4.177 0.512
H 0.840 3.453 1.943
H 2.485 2.913 1.507
H 1.168 -0.018 2.414
O 0.001 -1.033 5.217
N 0.000 0.000 4.621
O 0.001 1.033 5.217
O 0.000 0.000 3.251
*
```

Output
LUMO energy (alpha / beta): -1.416 / -0.770 eV
Calculated total energy: -1385.476805 Ha

=====

This record from the Open Molecules 2025 dataset describes an isolated ion of composition C13H23N2 and charge +1 at a distorted geometry. The level of theory is wB97M-V/def2-TZVPD.

ORCA input file:
```
! wB97M-V def2-TZVPD RIJCOSX def2/J DEFGRID3
* xyz 1 1
C 1.481 -0.424 -0.389
C -0.238 -2.707 -0.519
C -1.352 -2.203 0.576
C -0.208 -1.776 -1.706
C -0.540 -1.451 1.714
C 0.045 0.725 -2.198
C -0.125 2.180 -0.006
C 0.729 -0.507 -1.608
C -1.051 0.933 0.428
C 0.634 1.984 -1.393
C -0.079 -0.090 1.373
C -2.214 1.448 1.173
C 2.535 -0.054 1.554
N 1.998 2.196 -1.497
N 1.303 -0.052 0.807
H 0.674 -2.710 0.042
H -0.502 -3.686 -0.835
H -2.028 -1.528 0.161
H -1.764 -3.142 0.896
H 0.117 -2.245 -2.678
H -1.167 -1.295 -1.941
H -1.226 -1.328 2.638
H 0.233 -2.095 1.876
H 0.394 1.019 -3.216
H -1.106 0.868 -2.074
H -0.776 3.003 -0.008
H 0.564 2.425 0.910
H 1.588 -0.677 -2.241
H -1.437 0.232 -0.323
H 0.359 2.906 -2.167
H -0.180 0.519 2.220
H -2.724 2.052 0.518
H -1.959 2.064 2.066
H -2.747 0.587 1.564
H 3.257 -0.723 1.064
H 2.432 -0.267 2.620
H 2.791 0.919 1.437
H 2.288 2.905 -0.841
*
```

Output
LUMO energy (alpha / beta): -4.994 / -4.258 eV
Calculated total energy: -618.147174 Ha

=====

This record from the Open Molecules 2025 dataset describes C13H24AsAuN7S3 as an isolated structure at a distorted geometry. The level of theory is wB97M-V/def2-TZVPD.

ORCA input file:
```
! wB97M-V def2-TZVPD RIJCOSX def2/J DEFGRID3
* xyz 1 3
Au 0.022 0.267 0.035
S 0.409 -2.188 -0.529
C 1.656 -2.179 0.643
S 1.927 -0.643 1.354
C 2.369 -3.305 1.011
C 3.401 -3.208 1.962
N 4.255 -3.083 2.718
C 2.067 -4.557 0.450
N 1.794 -5.564 -0.029
C -1.503 0.281 -4.024
As 0.297 0.917 -3.634
C 0.805 2.196 -5.003
C 1.532 -0.572 -3.826
S 0.320 1.985 -1.803
H -1.609 0.120 -5.096
H -2.222 1.035 -3.693
H -1.681 -0.657 -3.495
H 0.737 1.743 -5.995
H 1.839 2.508 -4.829
H 0.166 3.081 -4.961
H 1.459 -0.946 -4.848
H 1.295 -1.378 -3.129
H 2.550 -0.219 -3.644
C -1.795 2.133 2.006
N -0.356 1.926 1.752
C 0.285 1.538 3.026
N 0.071 2.537 4.043
C -1.357 2.705 4.263
N -2.013 3.130 3.031
C -1.421 4.396 2.610
N 0.005 4.229 2.371
C 0.215 3.228 1.351
C 0.642 3.804 3.610
H -2.235 1.186 2.332
H -2.268 2.459 1.075
H 1.358 1.422 2.860
H -0.137 0.585 3.356
H -1.519 3.456 5.038
H -1.783 1.755 4.592
H -1.573 5.138 3.397
H -1.906 4.740 1.694
H 1.285 3.100 1.176
H -0.258 3.540 0.417
H 0.474 4.556 4.384
H 1.716 3.686 3.450
N -2.290 -0.290 -0.390
H -2.796 0.455 -0.857
H -2.813 -0.563 0.433
H -2.256 -1.097 -1.006
*
```

Output
LUMO energy (alpha / beta): -3.260 / -6.481 eV
Calculated total energy: -4458.782147 Ha

=====

This record from the Open Molecules 2025 dataset describes C13H24BCl4I2NNbO4S as an isolated structure at a distorted geometry. The level of theory is wB97M-V/def2-TZVPD.

ORCA input file:
```
! wB97M-V def2-TZVPD RIJCOSX def2/J DEFGRID3
* xyz -1 1
C 5.808 1.021 0.838
C 5.331 -0.100 -0.250
S 3.500 -0.234 -0.062
C 2.603 -0.618 -1.610
Nb 0.310 -0.402 -1.517
C 0.654 1.844 -1.734
C 1.626 2.538 -0.669
C 1.458 4.148 -0.606
O 2.028 4.759 0.333
O 0.716 4.875 -1.612
C -1.974 -0.235 -1.746
C -2.832 -0.913 -0.612
C -4.343 -0.333 -0.405
N -2.528 -1.922 0.163
B 0.247 -2.736 -1.645
O 1.378 -3.610 -1.427
O -1.002 -3.415 -2.011
C 0.210 -0.456 0.750
I 1.111 -2.166 1.856
C -0.424 0.442 1.645
C -0.410 0.274 3.257
I -1.577 2.120 0.941
H 6.324 0.533 1.747
H 6.421 1.860 0.372
H 4.859 1.511 1.282
H 5.773 -1.086 0.154
H 5.723 0.128 -1.292
H 2.926 -1.617 -2.084
H 2.925 0.176 -2.394
H 0.349 -0.463 -3.360
H 1.186 1.985 -2.755
H -0.338 2.422 -1.866
H 1.628 2.059 0.365
H 2.699 2.405 -1.078
H -0.221 4.619 -1.435
H -2.290 -0.652 -2.760
H -2.239 0.882 -1.766
H -5.042 -1.093 -0.918
H -4.632 -0.345 0.706
H -4.494 0.686 -0.886
H -3.310 -2.142 0.814
H 1.748 -3.741 -2.336
H -1.227 -3.209 -2.944
H -0.793 -0.740 3.597
H -1.107 1.055 3.740
H 0.655 0.507 3.580
C -5.882 -2.124 3.526
Cl -4.853 -3.208 2.565
Cl -6.634 -0.916 2.465
Cl -7.151 -3.073 4.331
Cl -4.892 -1.301 4.750
*
```

Output
LUMO energy: 1.646 eV
Calculated total energy: -3781.386890 Ha